{
  "formula": "C2H10F3MnN2O3S",
  "method": "ωB97M-V/def2-TZVPD",
  "orbital_gap_ev": [8.66, 8.78],
  "relative_energy_ev": 0.0000,
  "charge": 1,
  "energy_ha": -2265.910811,
  "spin_multiplicity": 4,
  "s2": 3.782,
  "symbols": ["H", "N", "F", "Mn", "F", "H", "H", "H", "O", "H", "H", "C", "H", "H", "O", "F", "H", "H", "S", "C", "O", "N"],
  "coordinates": [[-1.369287, -0.206106, 2.249584], [0.410463, 0.359738, -1.999159], [1.401024, 3.614883, 1.383793], [-0.319963, -0.760079, -0.319827], [1.803304, 2.700940, -0.632238], [0.393705, 1.370214, -2.023914], [-1.682812, -2.936835, -0.516885], [0.067838, 0.009565, -2.889587], [1.514133, -0.205371, 0.417932], [-0.512508, -3.000299, -1.689409], [1.396332, 0.086747, -1.975240], [1.100857, 2.544197, 0.563643], [-1.913317, -2.135121, -1.930292], [-2.421900, -1.603638, 1.320776], [3.099560, 1.188464, 1.449411], [-0.237671, 2.622364, 0.317355], [-1.883693, -0.520252, 0.320603], [-0.614692, -1.652483, 1.739264], [1.670557, 0.963692, 1.411699], [-1.487695, -1.003441, 1.486480], [0.795412, 0.961302, 2.571017], [-1.209646, -2.398481, -1.255007]],
  "forces_ev_per_angstrom": [[-0.954, -0.379, -0.587], [0.081, -1.401, -0.176], [-0.368, -2.086, -1.529], [2.422, 0.647, -1.086], [-1.417, -0.224, 1.620], [-0.092, 0.278, 0.164], [0.179, -0.021, -0.560], [-0.096, 0.305, -0.125], [-2.585, 0.739, 0.662], [-0.206, -0.050, -0.126], [-0.012, 0.320, 0.069], [0.739, 1.856, -0.070], [-0.132, -0.145, -0.347], [0.655, 0.326, 1.824], [-1.688, -0.080, 0.849], [1.148, -0.523, -0.179], [1.269, -0.376, 2.428], [-0.288, 0.018, -1.061], [2.096, 0.819, 0.033], [-1.592, 0.544, -1.448], [0.806, -0.770, -1.312], [0.033, 0.204, 0.957]]
}

---

{
  "formula": "C2H10I2Si3",
  "method": "ωB97M-V/def2-TZVPD",
  "orbital_gap_ev": 8.45,
  "relative_energy_ev": 3.4048,
  "smiles": "[SiH3]C[SiH](I)I.C=[SiH2]",
  "energy_ha": -1546.003123,
  "symbols": ["H", "H", "C", "I", "H", "H", "H", "Si", "H", "H", "H", "Si", "Si", "C", "H", "H", "I"],
  "coordinates": [[-0.573448, 2.120870, 2.922692], [-0.853048, 0.258718, -2.199508], [1.236287, -2.094418, -0.021634], [-3.736304, 0.419014, -1.170058], [2.184648, -2.517711, 0.396593], [-0.198533, -1.406055, -2.368141], [2.134350, -1.010163, -2.570191], [-1.408683, 1.254855, -1.392120], [0.277945, 2.114392, 0.035970], [-2.514986, 2.935754, 1.353750], [-2.457346, 0.542146, 2.213303], [-1.624950, 1.730325, 1.838228], [1.107572, -1.694601, -1.730938], [-0.502512, 1.396324, 0.277288], [0.335870, -2.256404, 0.557249], [-0.091338, 0.391565, 0.710408], [-1.798519, 3.412581, -2.710947]],
  "forces_ev_per_angstrom": [[-1.138, -0.323, -0.657], [0.655, -0.458, -1.157], [0.964, -0.355, -1.584], [0.318, 0.032, 0.169], [-0.935, 0.814, -0.233], [0.206, -0.468, 0.222], [0.111, -0.573, 0.294], [-1.288, 1.211, 1.336], [0.284, 0.078, 0.695], [0.598, -1.047, 0.931], [0.387, 0.352, -0.141], [0.657, 1.888, -1.064], [-0.092, 0.268, 1.297], [-1.090, -1.701, 0.797], [-0.007, -0.263, -0.033], [-0.160, 1.489, -1.648], [0.531, -0.945, 0.775]]
}

---

{
  "formula": "C2H10IN4O3",
  "method": "ωB97M-V/def2-TZVPD",
  "orbital_gap_ev": 7.68,
  "charge": -1,
  "energy_ha": -824.793020,
  "symbols": ["O", "C", "H", "H", "H", "C", "H", "O", "N", "N", "H", "H", "H", "I", "N", "O", "N", "H", "H", "H"],
  "coordinates": [[-2.436413, 4.273632, -1.525183], [-0.237694, 0.141291, 2.452820], [1.265604, -0.232348, -1.608657], [0.134181, 1.456200, 1.027219], [1.166575, -3.131556, -2.883251], [1.656833, -2.225406, -1.253428], [1.830064, -4.167952, -1.552445], [1.945652, -2.188357, -0.081291], [1.216474, -1.193179, -1.916045], [-1.162909, -0.041041, 3.415565], [-2.932773, 3.568134, -1.940063], [-2.033119, 0.471561, 3.424260], [-1.155402, -0.842160, 4.030587], [0.703435, 2.414754, -1.567941], [1.594036, -3.284368, -1.981017], [0.667526, -0.658678, 2.173981], [-0.392116, 1.276783, 1.870384], [-1.542014, 3.937206, -1.469452], [-1.142851, 1.859877, 2.211697], [0.854911, -1.434391, -2.827739]],
  "forces_ev_per_angstrom": [[-0.781, 0.571, 0.094], [2.405, -3.421, 0.109], [-0.181, 0.041, 0.085], [-0.155, 0.446, -0.215], [0.367, -1.299, 0.179], [-0.218, 2.199, 3.585], [-0.337, 0.135, -0.524], [1.251, -0.521, 1.304], [-1.054, 2.589, -2.333], [-1.802, -1.057, 2.411], [0.046, -0.195, -0.076], [0.340, -0.086, -0.137], [0.323, 0.088, -0.509], [-0.060, 0.097, -0.012], [0.255, -4.575, -2.532], [-1.112, 0.531, 0.825], [-0.537, 3.284, -1.640], [0.760, -0.390, -0.002], [0.465, 0.305, -0.742], [0.024, 1.257, 0.129]]
}

---

{
  "formula": "C2H10N2",
  "method": "ωB97M-V/def2-TZVPD",
  "orbital_gap_ev": [2.98, 9.21],
  "relative_energy_ev": 0.5173,
  "charge": -1,
  "energy_ha": -191.624267,
  "spin_multiplicity": 2,
  "s2": 0.750,
  "symbols": ["H", "H", "H", "H", "H", "N", "C", "H", "H", "H", "H", "N", "H", "C"],
  "coordinates": [[0.920445, -0.266833, -2.406372], [-0.690099, 0.491588, -2.482520], [-1.786611, 1.316880, -0.412662], [-1.455427, 0.231174, 1.001350], [0.850080, -0.444306, 2.130613], [1.849344, -0.250851, 2.264730], [-1.430123, 0.329266, -0.089524], [1.912123, -0.595635, 3.235285], [2.032497, 0.751228, 2.335372], [-2.155709, -0.392440, -0.485493], [0.670637, 0.485636, -0.325656], [-0.127868, -0.102237, -0.533127], [-0.502034, -1.269858, -2.242274], [-0.087256, -0.283612, -1.989720]],
  "forces_ev_per_angstrom": [[0.166, 0.150, 0.262], [0.068, -0.104, -0.284], [0.239, 0.123, -0.001], [-0.203, 0.344, 0.029], [0.144, 0.694, -0.610], [-0.091, -0.857, 1.060], [0.107, -0.524, 0.476], [0.519, 0.212, -0.300], [-0.531, -0.042, -0.160], [-0.023, 0.080, 0.045], [-0.478, 0.325, 0.739], [0.803, -0.303, -1.492], [-0.138, 0.194, -0.086], [-0.582, -0.292, 0.324]]
}

---

{
  "formula": "C2H10N2",
  "method": "ωB97M-V/def2-TZVPD",
  "orbital_gap_ev": 9.77,
  "relative_energy_ev": 0.7371,
  "smiles": "NCN.C",
  "energy_ha": -191.670307,
  "symbols": ["N", "H", "C", "H", "H", "C", "N", "H", "H", "H", "H", "H", "H", "H"],
  "coordinates": [[1.159483, -1.699380, 0.991607], [-0.205372, 2.961163, -1.969446], [-0.321885, 1.898744, -2.189292], [-1.031843, 0.434933, 1.088777], [-1.192030, 1.781713, -2.829661], [-0.164240, -1.324305, 1.444865], [-0.259883, 0.131068, 1.663116], [0.638305, 0.517581, 1.427093], [-0.431234, 1.476998, -1.178274], [-0.456235, -1.839688, 2.360484], [0.399440, 1.229586, -2.639728], [1.409435, -1.214600, 0.145097], [-0.918967, -1.676349, 0.721609], [1.375027, -2.677463, 0.963752]],
  "forces_ev_per_angstrom": [[0.251, 0.799, 0.790], [0.948, -0.129, -0.779], [-0.788, -0.568, 0.962], [0.396, 0.736, -0.115], [-0.457, -0.053, 0.450], [-0.539, -0.468, -0.221], [-0.328, -1.408, -0.060], [-0.066, 0.550, -0.221], [-0.679, -0.154, -0.363], [0.593, -0.187, 0.202], [0.980, 0.895, -0.267], [-0.012, -0.261, -0.252], [-0.160, 0.464, -0.035], [-0.141, -0.215, -0.090]]
}

---

{
  "formula": "C2H10N2O",
  "method": "ωB97M-V/def2-TZVPD",
  "orbital_gap_ev": 10.60,
  "relative_energy_ev": 1.1882,
  "smiles": "NCN.CO",
  "energy_ha": -266.900588,
  "symbols": ["H", "H", "H", "N", "H", "H", "H", "O", "H", "C", "C", "H", "H", "H", "N"],
  "coordinates": [[1.212724, -1.370024, -1.401971], [-0.347618, 0.110634, -0.191723], [-1.496795, 1.088082, 1.931627], [-0.943247, -0.389734, 0.458943], [2.257324, 0.099931, -1.756721], [-2.725714, 2.385063, 0.107689], [-1.501482, -0.975190, -0.152386], [2.535960, -1.016133, 0.072602], [2.875075, -1.663708, -1.747366], [2.191051, -0.913511, -1.329637], [-1.846789, 0.669056, 1.000316], [-1.120334, 2.139602, -0.155853], [-2.831948, 0.221790, 1.167241], [1.869263, -1.165176, 0.745472], [-2.016832, 1.663634, -0.053552]],
  "forces_ev_per_angstrom": [[-0.521, 0.350, -0.666], [0.358, -0.149, 0.027], [0.465, -0.082, 0.333], [-0.365, 0.676, 0.648], [0.066, -0.445, 0.329], [0.317, -0.455, 0.226], [-0.086, -0.036, 0.063], [1.332, 0.849, -0.049], [-0.039, 0.756, -0.677], [-0.127, -1.669, 1.809], [-0.628, -0.855, -1.243], [-0.342, 0.155, -0.131], [0.193, -0.007, 0.241], [-0.797, 0.174, -0.744], [0.173, 0.737, -0.166]]
}

---

{
  "formula": "C2H10N2O3",
  "method": "ωB97M-V/def2-TZVPD",
  "orbital_gap_ev": 10.57,
  "relative_energy_ev": 1.1851,
  "smiles": "NCC(N)=O.O.O",
  "energy_ha": -417.429979,
  "symbols": ["N", "N", "C", "H", "H", "O", "H", "O", "H", "O", "C", "H", "H", "H", "H", "H", "H"],
  "coordinates": [[1.078423, 0.225278, 1.308312], [-1.242870, -0.978267, 0.588244], [0.197237, 0.986918, 0.336876], [1.710729, -0.352570, 0.764344], [-0.244624, 2.485313, -3.651143], [0.120855, 2.610994, -2.777559], [1.640249, 0.848752, 1.872919], [-1.082461, 0.024502, -1.440611], [-2.197332, -1.273626, 0.500364], [1.190981, -2.918670, 2.104976], [-0.817108, 0.041353, -0.253103], [0.959031, -2.050871, 2.448076], [-0.333814, 1.569389, 1.113309], [2.033226, -2.776572, 1.665100], [-0.576963, 2.201646, -2.245142], [0.812943, 1.537044, -0.373786], [-0.717073, -0.833183, 1.442442]],
  "forces_ev_per_angstrom": [[-0.213, -0.396, -0.897], [1.189, 2.077, -0.244], [0.739, -0.391, 2.783], [0.130, 0.002, 0.142], [0.140, 0.055, -0.557], [-0.381, 0.007, 0.384], [-0.075, 0.162, -0.150], [-0.532, 1.053, 0.044], [0.032, -0.295, 0.217], [0.039, -0.088, 0.080], [0.280, -2.110, -1.200], [-0.020, 0.134, -0.023], [-0.075, 0.698, -1.126], [0.043, -0.091, -0.031], [0.284, -0.182, 0.157], [-0.665, 0.135, -0.205], [-0.915, -0.770, 0.626]]
}

---

{
  "formula": "C2H10N2O3",
  "method": "ωB97M-V/def2-TZVPD",
  "orbital_gap_ev": 10.37,
  "relative_energy_ev": 2.0172,
  "smiles": "NCC(N)=O.O.O",
  "energy_ha": -417.399400,
  "symbols": ["H", "O", "C", "H", "H", "N", "H", "H", "C", "H", "H", "O", "O", "N", "H", "H", "H"],
  "coordinates": [[3.365565, 3.419178, 4.023375], [-1.546903, 0.544639, -3.663969], [0.112176, -1.486037, 0.894475], [-1.859250, -2.179825, 1.109301], [-2.435606, 0.293564, -3.469249], [-0.620773, 0.220516, -0.709142], [-1.157279, 0.437907, 0.165858], [-1.096425, -0.005684, -3.004983], [0.187213, -0.958329, -0.557682], [-1.223756, -1.489353, 2.399315], [-0.452550, 0.690591, -1.608345], [2.551073, 3.790817, 3.560765], [0.541857, -1.792844, -1.455595], [-1.235413, -1.395633, 1.356916], [0.432823, -2.519261, 0.759501], [2.527637, 4.671034, 4.041367], [0.727606, -0.767020, 1.499061]],
  "forces_ev_per_angstrom": [[-1.519, 0.288, -1.105], [0.976, -0.152, 0.395], [1.137, 0.706, -1.297], [0.769, 0.529, -0.503], [-1.279, -0.007, -0.108], [2.574, -2.479, -0.120], [0.728, 0.315, -1.666], [0.199, -0.130, -0.606], [-2.664, -2.175, -1.586], [-0.025, 0.445, -1.167], [-0.793, 0.481, 1.395], [1.864, 1.037, 2.155], [-0.454, 3.907, 2.194], [-1.706, -0.347, 2.595], [0.739, 0.159, 0.668], [-0.348, -1.332, -1.050], [-0.198, -1.244, -0.194]]
}

---

{
  "formula": "C2H10N2OP",
  "method": "ωB97M-V/def2-TZVPD",
  "orbital_gap_ev": 9.92,
  "relative_energy_ev": 2.1852,
  "charge": 1,
  "energy_ha": -607.946232,
  "symbols": ["H", "N", "O", "H", "P", "H", "C", "H", "H", "H", "H", "C", "H", "H", "H", "N"],
  "coordinates": [[-1.076077, -1.618905, -1.976286], [1.403913, 0.301894, 0.569834], [-0.242393, 1.156225, 2.114730], [2.087876, 0.873300, 1.067710], [-0.268791, -0.862547, -2.661457], [-0.379688, 2.027669, 1.774630], [-1.016651, -0.317569, 0.405562], [-0.791577, 1.210067, -1.450705], [0.298414, -0.588650, 2.134838], [0.655690, 0.420103, -0.897422], [-1.854774, 0.269982, 0.625034], [0.109943, 0.134744, 1.311841], [0.658974, -1.565822, -1.896582], [1.907450, -0.458668, 0.195759], [-1.179848, -1.348485, 0.007338], [-0.312461, 0.366660, -1.324825]],
  "forces_ev_per_angstrom": [[-2.687, -1.913, 0.847], [-0.604, 2.190, 0.653], [-0.131, 1.083, 1.220], [-0.524, -0.102, 0.084], [1.345, 1.873, -0.581], [-0.021, 0.829, -0.952], [2.509, -0.001, -3.623], [-0.512, 1.585, -0.557], [-0.383, -0.653, -0.955], [-0.587, 1.238, -0.150], [-1.536, 0.505, -0.077], [2.105, -2.654, 0.711], [1.023, -0.184, -0.231], [0.162, -1.674, 0.126], [0.292, 0.891, 1.029], [-0.450, -3.013, 2.455]]
}

---

{
  "formula": "C2H10N2OSi",
  "method": "ωB97M-V/def2-TZVPD",
  "orbital_gap_ev": 9.18,
  "relative_energy_ev": 1.9637,
  "energy_ha": -556.450743,
  "symbols": ["H", "Si", "O", "H", "H", "H", "C", "H", "H", "H", "N", "H", "C", "N", "H", "H"],
  "coordinates": [[1.179614, 0.481364, 2.312598], [0.103274, -0.003474, -0.524784], [0.986973, -0.585904, 0.739432], [1.182296, -0.342871, -2.710125], [-0.118121, 2.300365, 0.466522], [-1.336786, 2.107999, -0.781109], [0.760035, -0.536160, 2.109976], [1.422402, -1.662936, -1.585403], [0.442983, 2.586715, -1.194574], [-0.267174, -0.643676, 2.476795], [-2.159710, -0.911783, -0.299643], [-1.895805, -1.902882, -0.141609], [-0.259158, 1.872651, -0.581332], [1.169599, -0.652065, -1.714423], [1.351113, -1.248839, 2.659338], [-2.561537, -0.858503, -1.231661]],
  "forces_ev_per_angstrom": [[-0.677, -0.671, 1.084], [-1.870, -0.902, 0.106], [-1.102, -0.862, -1.039], [-0.132, -0.629, 1.357], [-0.098, -0.822, -0.974], [0.999, -0.397, -0.191], [0.497, 2.224, 0.816], [-0.326, 1.632, -0.357], [-1.330, -1.736, 0.753], [-0.049, 0.175, -0.539], [3.577, 0.751, 0.324], [-0.325, 0.651, -0.307], [0.622, 1.597, 0.520], [-0.385, -0.426, -1.223], [0.425, -0.476, -0.164], [0.176, -0.109, -0.168]]
}

---

{
  "formula": "C2H10N2OSi",
  "method": "ωB97M-V/def2-TZVPD",
  "orbital_gap_ev": [7.21, 8.52],
  "relative_energy_ev": 5.9220,
  "energy_ha": -556.305279,
  "symbols": ["N", "C", "H", "H", "H", "O", "H", "H", "C", "H", "H", "H", "H", "Si", "H", "N"],
  "coordinates": [[-1.507601, -0.324058, 0.696537], [-1.907880, -1.145672, -0.294496], [1.614240, 1.894648, 0.145474], [-1.368375, -2.131532, -0.311290], [-2.044476, -0.575450, -1.357395], [0.653900, -0.580404, 0.722036], [3.732248, 0.110301, 0.980273], [-0.610848, 1.459606, 0.773194], [-1.502886, 1.096176, 0.330698], [3.502880, -1.130728, -0.012955], [1.536383, -0.024282, -1.726262], [-1.727156, 1.377262, -0.648968], [-2.814742, -1.673518, -0.091524], [1.596719, 0.321396, -0.175085], [-2.416322, 1.470190, 0.888003], [3.263920, -0.143931, 0.081766]],
  "forces_ev_per_angstrom": [[2.324, 1.712, 0.845], [-0.160, -0.935, -4.399], [-0.316, -1.620, -0.430], [0.583, 1.128, -0.355], [0.566, -1.845, 2.088], [-2.636, -0.930, 1.006], [-0.771, 0.082, -1.040], [0.396, 1.081, 0.225], [-2.069, -1.135, 3.136], [-0.339, 0.228, -0.382], [-0.474, 0.625, 1.367], [0.369, -0.049, -2.046], [-1.564, 0.290, 0.687], [2.342, 1.455, -2.226], [1.013, -0.009, -0.098], [0.737, -0.078, 1.623]]
}

---

{
  "formula": "C2H10N2P",
  "method": "ωB97M-V/def2-TZVPD",
  "orbital_gap_ev": [9.38, 8.44],
  "relative_energy_ev": 4.0462,
  "charge": 1,
  "energy_ha": -532.693494,
  "symbols": ["H", "H", "C", "C", "H", "H", "H", "P", "H", "N", "N", "H", "H", "H", "H"],
  "coordinates": [[-1.958227, -1.441479, 0.960505], [0.348040, -0.996861, -2.100416], [-1.586097, -0.353854, 0.873221], [-0.011486, 1.680847, -0.662333], [-1.576830, 0.172432, 1.805228], [2.757608, -1.617810, 1.105545], [-0.390139, 2.159667, -1.626410], [-0.184118, -0.055956, -0.176122], [-2.507832, 0.114587, 0.319176], [2.596111, -0.656765, 0.989438], [-0.334933, -1.053095, -1.427970], [-0.734727, -2.059248, -1.340040], [2.909428, -0.177389, 1.815884], [-0.367083, 2.277784, 0.256959], [1.040287, 2.007138, -0.792664]],
  "forces_ev_per_angstrom": [[1.251, 1.538, 0.096], [1.830, 0.083, -2.149], [-3.540, -0.536, -1.591], [0.280, 2.238, 0.143], [0.404, -0.012, 0.662], [0.340, -1.856, 0.501], [-0.554, -1.317, 1.234], [0.497, 0.617, 1.009], [1.558, -0.562, 0.723], [-0.824, 1.832, -1.439], [-2.561, -3.039, 0.970], [0.933, 2.531, -0.025], [0.193, 0.136, 0.715], [0.310, -0.845, -1.427], [-0.114, -0.808, 0.580]]
}